{"formula": "C25H17AuCl4IO2Se", "method": "ωB97M-V/def2-TZVPD", "charge": -1, "e_lumo_ha": [0.0215, 0.0002], "energy_ha": -5788.942758, "largest_force_ev_per_a": 2.65, "symbols": ["Au", "I", "C", "C", "C", "C", "C", "C", "C", "C", "C", "C", "H", "H", "H", "H", "H", "H", "Cl", "C", "C", "Cl", "C", "Cl", "C", "O", "C", "O", "C", "Cl", "C", "C", "C", "C", "C", "C", "Se", "C", "C", "C", "H", "H", "H", "H", "H", "H", "H", "H", "H", "H", "H"], "positions_angstrom": [[1.04, 1.04, 0.91], [3.18, -1.02, 0.98], [1.74, -2.06, 2.18], [2.14, -3.30, 2.59], [1.33, -4.05, 3.46], [0.15, -3.52, 3.91], [-0.28, -2.25, 3.49], [-1.48, -1.71, 3.98], [-1.90, -0.47, 3.60], [-1.14, 0.27, 2.67], [0.03, -0.22, 2.15], [0.51, -1.48, 2.57], [3.08, -3.70, 2.26], [1.66, -5.02, 3.78], [-0.47, -4.07, 4.60], [-2.07, -2.29, 4.68], [-2.81, -0.04, 3.99], [-1.48, 1.24, 2.37], [2.53, 7.83, 1.33], [2.52, 6.14, 1.64], [3.05, 5.67, 2.84], [3.75, 6.78, 3.96], [3.00, 4.32, 3.14], [3.60, 3.75, 4.65], [2.43, 3.37, 2.25], [2.33, 2.15, 2.54], [1.94, 3.86, 0.95], [1.48, 3.04, 0.10], [1.97, 5.26, 0.73], [1.28, 5.87, -0.73], [-3.06, -2.33, -5.96], [-2.36, -1.74, -4.77], [-2.26, -2.43, -3.57], [-1.50, -1.95, -2.52], [-1.42, -2.69, -1.22], [-0.80, -0.74, -2.68], [0.61, -0.33, -1.44], [-0.99, 0.03, -3.83], [-0.38, 1.39, -3.98], [-1.76, -0.49, -4.86], [-3.45, -3.32, -5.73], [-2.36, -2.43, -6.80], [-3.88, -1.70, -6.29], [-2.77, -3.37, -3.46], [-1.97, -3.63, -1.26], [-1.82, -2.08, -0.41], [-0.38, -2.90, -0.97], [0.10, 1.70, -3.05], [-1.15, 2.13, -4.23], [0.37, 1.41, -4.76], [-1.87, 0.09, -5.77]], "lowdin_charge": [0.791, 0.936, -0.560, -0.178, -0.091, -0.047, -0.171, -0.052, -0.085, -0.116, -0.257, -0.229, 0.077, 0.099, 0.107, 0.106, 0.101, 0.094, 0.625, -0.747, -0.748, 0.627, -0.635, 0.665, -0.425, -0.154, -0.420, -0.212, -0.631, 0.661, -0.057, -0.275, -0.024, -0.310, -0.096, -0.513, 0.719, -0.304, -0.081, -0.027, 0.068, 0.078, 0.076, 0.108, 0.071, 0.081, 0.048, 0.021, 0.082, 0.085, 0.118]}


{"formula": "C2H6N2S2", "method": "ωB97M-V/def2-TZVPD", "e_lumo_ha": -0.0073, "relative_energy_ev": 6.879, "energy_ha": -985.430693, "largest_force_ev_per_a": 11.26, "symbols": ["C", "C", "H", "H", "H", "H", "H", "H", "N", "N", "S", "S"], "positions_angstrom": [[0.74, -0.29, 0.06], [0.82, 1.28, -0.22], [0.30, -2.68, 0.77], [-1.74, -1.96, 1.31], [-1.23, -0.56, -0.93], [1.64, 1.41, -1.08], [1.12, 1.82, 0.85], [-1.62, 3.02, -0.32], [-0.84, -2.06, 0.15], [-0.51, -0.92, -0.17], [1.88, -1.13, 0.83], [-0.57, 2.07, -1.25]], "lowdin_charge": [-0.875, -0.556, 0.146, 0.183, 0.163, 0.083, 0.141, 0.012, -0.162, -0.338, 0.687, 0.517]}


{"formula": "C2H8N4O2", "method": "ωB97M-V/def2-TZVPD", "e_lumo_ha": 0.0147, "relative_energy_ev": 10.279, "smiles": "CN(O)/C(=N\\N)NO", "energy_ha": -450.207758, "largest_force_ev_per_a": 6.85, "symbols": ["C", "C", "H", "H", "H", "H", "H", "H", "H", "H", "N", "N", "N", "N", "O", "O"], "positions_angstrom": [[-2.10, -0.55, 0.04], [0.27, 0.39, -0.57], [-2.46, -1.57, -0.52], [-2.45, 0.54, -0.30], [-2.27, -0.50, 1.33], [-0.38, -1.51, 1.58], [-0.55, 1.60, 0.34], [1.48, 2.16, -0.82], [1.83, -1.57, 0.30], [3.21, -0.76, 0.08], [-0.75, -0.60, -0.21], [-0.22, 1.74, -0.65], [1.64, 0.29, -0.51], [2.25, -0.98, -0.28], [-0.21, -1.57, 0.60], [0.73, 2.89, -0.43]], "lowdin_charge": [-0.124, -0.277, 0.145, 0.121, 0.147, 0.128, 0.125, 0.145, -0.016, 0.101, -0.256, -0.051, -0.005, 0.004, -0.070, -0.118]}


{"formula": "C4H6N2O", "method": "ωB97M-V/def2-TZVPD", "e_lumo_ha": -0.0096, "relative_energy_ev": 2.066, "smiles": "[H]/N=C1\\C=CNC1=O.[H][H]", "energy_ha": -340.718974, "largest_force_ev_per_a": 0.57, "symbols": ["N", "C", "C", "O", "N", "C", "C", "H", "H", "H", "H", "H", "H"], "positions_angstrom": [[-1.71, 1.09, 1.45], [-0.62, 0.77, 0.89], [-0.49, -0.60, 0.20], [-1.29, -1.49, 0.14], [0.79, -0.58, -0.34], [1.44, 0.61, -0.03], [0.67, 1.44, 0.69], [-1.05, -2.21, -2.32], [-1.63, 2.03, 1.85], [-0.68, -2.85, -2.37], [1.19, -1.36, -0.85], [2.46, 0.76, -0.36], [0.94, 2.42, 1.06]], "lowdin_charge": [0.184, -0.298, -0.412, 0.073, 0.089, -0.085, -0.038, 0.025, 0.063, 0.032, 0.142, 0.124, 0.103]}


{"formula": "C6H6", "method": "ωB97M-V/def2-TZVPD", "e_lumo_ha": [-0.0138, -0.0138], "relative_energy_ev": 6.851, "energy_ha": -231.974563, "largest_force_ev_per_a": 0.41, "symbols": ["C", "C", "C", "C", "C", "C", "H", "H", "H", "H", "H", "H"], "positions_angstrom": [[-1.73, 0.89, -0.13], [-1.32, -0.55, -0.23], [-0.04, -0.99, 0.06], [1.14, -0.71, 0.53], [2.38, -0.27, 0.16], [3.49, 0.18, -0.05], [-2.59, 1.04, 0.54], [-0.90, 1.50, 0.22], [-2.03, 1.24, -1.13], [-2.08, -1.28, -0.52], [-0.78, -1.61, 0.75], [4.47, 0.58, -0.20]], "lowdin_charge": [-0.077, -0.156, -0.197, -0.030, -0.195, 0.111, 0.078, 0.082, 0.084, 0.102, 0.178, 0.022]}


{"formula": "C4H7N3", "method": "ωB97M-V/def2-TZVPD", "e_lumo_ha": 0.0237, "relative_energy_ev": 3.844, "energy_ha": -320.742025, "largest_force_ev_per_a": 0.88, "symbols": ["C", "C", "C", "C", "N", "N", "N", "H", "H", "H", "H", "H", "H", "H"], "positions_angstrom": [[0.99, -1.52, -0.71], [0.22, -0.32, -1.22], [-0.99, 1.43, -0.37], [-1.36, 1.46, 0.96], [-0.33, 1.00, 1.72], [0.68, 0.58, 1.02], [0.25, 0.82, -0.25], [0.85, -2.35, -1.40], [2.04, -1.28, -0.60], [0.59, -1.81, 0.27], [0.52, 0.06, -2.20], [-0.84, -0.59, -1.31], [-2.36, 1.57, 1.35], [-0.27, 0.95, 2.73]], "lowdin_charge": [-0.106, -0.225, -0.091, -0.151, 0.002, 0.070, -0.169, 0.077, 0.072, 0.069, 0.114, 0.098, 0.083, 0.156]}


{"formula": "C4H3N3O", "method": "ωB97M-V/def2-TZVPD", "e_lumo_ha": -0.0348, "relative_energy_ev": 2.703, "smiles": "O=c1cncnnc1", "energy_ha": -393.620071, "largest_force_ev_per_a": 3.90, "symbols": ["C", "C", "C", "C", "H", "H", "H", "N", "N", "N", "O"], "positions_angstrom": [[-0.80, 0.73, 0.52], [-1.06, -0.74, 0.53], [1.15, -1.26, 0.07], [-0.19, 1.07, -0.86], [-2.17, -0.97, 0.76], [1.91, -1.88, 0.55], [-0.89, 1.76, -1.45], [-0.16, -1.61, 0.34], [1.63, -0.27, -0.59], [0.78, 0.43, -1.39], [-1.15, 1.55, 1.26]], "lowdin_charge": [-0.407, -0.054, -0.218, -0.051, 0.155, 0.116, 0.144, 0.097, 0.041, 0.023, 0.153]}


{"formula": "C5H9N", "method": "ωB97M-V/def2-TZVPD", "e_lumo_ha": 0.0417, "relative_energy_ev": 3.176, "smiles": "C=C[C@H]1CN1C", "energy_ha": -250.550209, "largest_force_ev_per_a": 4.08, "symbols": ["C", "C", "C", "C", "C", "H", "H", "H", "H", "H", "H", "H", "H", "H", "N"], "positions_angstrom": [[0.66, -1.97, -0.95], [0.30, -0.68, 1.14], [0.11, 0.17, 0.01], [-0.80, 1.36, 0.00], [-0.32, 2.62, -0.04], [1.70, -1.61, -0.98], [0.10, -2.16, -1.94], [0.90, -3.01, -0.27], [-0.37, -0.53, 2.01], [1.37, -0.95, 1.49], [0.90, 0.46, -0.70], [-1.92, 1.09, 0.13], [0.70, 3.01, -0.12], [-1.06, 3.40, -0.05], [-0.29, -1.24, -0.07]], "lowdin_charge": [-0.130, -0.150, -0.381, -0.132, -0.006, 0.062, 0.100, 0.133, 0.117, 0.135, 0.136, 0.136, 0.061, 0.035, -0.116]}


{"formula": "C10H14N3", "method": "ωB97M-V/def2-TZVPD", "charge": 1, "e_lumo_ha": [-0.1649, -0.2825], "relative_energy_ev": 3.228, "energy_ha": -553.162150, "largest_force_ev_per_a": 5.15, "spin_multiplicity": 3, "symbols": ["C", "C", "C", "C", "C", "C", "C", "C", "C", "C", "N", "N", "N", "H", "H", "H", "H", "H", "H", "H", "H", "H", "H", "H", "H", "H", "H"], "positions_angstrom": [[-2.70, -1.70, -0.41], [-1.34, -1.37, -0.66], [-0.39, 1.88, 0.45], [-3.66, -0.83, -0.06], [0.07, 0.58, 0.22], [-0.90, -0.45, 0.22], [1.80, -0.54, -1.24], [1.76, -0.60, 1.40], [2.47, 1.48, -0.02], [1.56, 0.21, 0.09], [-1.79, 2.01, 0.45], [-3.61, 0.55, 0.12], [-2.56, 1.14, 0.20], [-3.06, -2.67, -0.75], [-0.65, -1.68, -1.55], [0.16, 2.79, 0.32], [-4.68, -1.27, 0.04], [-1.64, -0.42, 1.11], [1.68, 0.18, -2.11], [2.93, -0.68, -1.33], [1.20, -1.44, -1.51], [0.87, -1.29, 1.45], [1.73, 0.02, 2.35], [2.78, -1.02, 1.30], [2.50, 2.13, 0.87], [2.00, 2.09, -0.80], [3.46, 0.91, -0.14]], "lowdin_spin": [0.165, 0.099, 0.114, 0.057, 0.223, 0.060, 0.012, 0.022, 0.001, 0.022, 0.396, 0.414, 0.376, 0.012, 0.007, 0.001, -0.003, 0.015, 0.000, 0.003, 0.000, 0.001, 0.000, 0.005, 0.000, 0.000, 0.000]}